Record 1
3 unconnected molecules or ions with the total composition C20H27BBrNO11P, computed with ωB97M-V with the def2-TZVPD basis set.

Each line ends with the natural charge from an NBO analysis.
CARTESIAN COORDINATES (ANGSTROEM)
C 4.91 1.11 0.81  -0.594
C 3.92 -0.07 0.45  -0.728
P 2.77 0.60 -0.86  0.906
C 2.49 -0.56 -2.30  -0.714
C 3.35 -1.87 -2.24  -0.613
N 1.21 1.19 -0.14  -0.628
C 0.60 2.07 -1.19  -0.233
C -0.96 1.84 -1.18  -0.441
C -1.10 1.22 0.28  -0.273
Br -2.81 0.46 0.85  0.087
C 0.16 0.24 0.28  0.216
O -0.20 -0.78 -0.62  -0.741
B -0.26 -2.06 0.00  1.320
O -1.44 -2.70 0.36  -0.920
O 0.95 -2.74 0.21  -0.914
H 5.64 0.83 1.57  0.235
H 5.40 1.38 -0.15  0.221
H 4.28 1.98 1.09  0.195
H 4.55 -0.89 0.07  0.265
H 3.43 -0.40 1.38  0.237
H 2.85 -0.01 -3.19  0.247
H 1.43 -0.80 -2.51  0.261
H 3.37 -2.24 -3.28  0.232
H 4.40 -1.67 -1.98  0.210
H 2.88 -2.66 -1.64  0.239
H 1.48 1.62 0.75  0.455
H 0.89 3.09 -0.86  0.236
H 1.06 1.95 -2.18  0.255
H -1.25 1.17 -2.00  0.243
H -1.37 2.86 -1.30  0.269
H -0.82 2.09 0.91  0.214
H 0.16 -0.16 1.31  0.220
H -1.89 -2.24 1.08  0.512
H 0.86 -3.22 1.04  0.519
C -0.25 -7.95 3.72  -0.357
C 0.34 -6.77 3.90  0.295
C 0.04 -5.61 3.01  0.487
O 0.59 -4.53 3.22  -0.589
C -0.89 -5.81 1.92  -0.430
C -1.48 -6.99 1.73  0.398
C -1.21 -8.15 2.64  0.452
O -1.78 -9.20 2.44  -0.505
O -2.35 -7.20 0.73  -0.635
O 1.23 -6.56 4.89  -0.623
H -0.04 -8.80 4.36  0.254
H -1.08 -4.96 1.27  0.245
H -2.62 -8.13 0.82  0.508
H 1.50 -5.63 4.80  0.501
C -3.53 6.88 -3.10  -0.353
C -3.38 5.68 -2.52  0.291
C -2.92 5.55 -1.11  0.487
O -2.81 4.43 -0.62  -0.585
C -2.62 6.77 -0.36  -0.392
C -2.77 7.96 -0.94  0.331
C -3.25 8.10 -2.35  0.467
O -3.39 9.21 -2.82  -0.499
O -2.50 9.10 -0.28  -0.615
O -3.63 4.54 -3.19  -0.628
H -3.86 6.98 -4.12  0.254
H -2.28 6.66 0.66  0.245
H -2.69 9.81 -0.91  0.510
H -3.45 3.83 -2.55  0.496

The calculation puts the gap between HOMO and LUMO at 7.96 eV. As for the total charge: +1.

=====

Record 2
2 unconnected molecules or ions with the total composition C5H6INO, computed with ωB97M-V with the def2-TZVPD basis set.

Each line ends with the natural charge from an NBO analysis.
CARTESIAN COORDINATES (ANGSTROEM)
C 1.61 0.02 0.85  -0.328
C 1.17 -0.89 -0.02  -0.040
C 0.63 1.03 1.17  0.197
C -0.15 -0.98 -0.66  -0.610
C -1.00 -0.01 0.06  0.378
N -0.59 0.93 0.90  -0.509
O -1.31 1.35 -1.62  -0.928
I -2.99 -0.69 0.47  0.178
H 2.55 0.04 1.32  0.230
H 1.74 -1.75 -0.24  0.207
H 0.95 1.80 1.83  0.188
H 0.17 -0.45 -1.59  0.335
H -0.50 -1.95 -0.69  0.257
H -2.29 1.55 -1.79  0.444

The calculation puts the gap between HOMO and LUMO (alpha / beta) at 7.62 / 7.61 eV. For the relative energy (zero: lowest compared OMol25 entry of this formula, charge and spin), the calculation gives 93.2 kcal/mol.